1.
C9H10N2O4SV as an isolated structure at a distorted geometry, computed with the ωB97M-V functional and the def2-TZVPD basis.

Each line ends with the Löwdin charge.
Atoms and positions in Å:
1 V -0.13908 -0.74567 -1.77389  0.201
2 O -0.01957 2.06542 -0.48351  0.222
3 C -0.07264 1.02420 -1.00669  -0.101
4 C -0.22304 -2.71553 -1.56334  -0.109
5 O -0.26816 -3.87802 -1.51112  0.257
6 C 1.71974 -0.88964 -1.26825  -0.098
7 O 2.81549 -0.98910 -0.88825  0.219
8 C -2.05811 -0.70474 -1.44562  -0.080
9 O -3.16015 -0.72897 -1.07071  0.223
10 C -0.09549 0.08756 -3.71767  -0.101
11 H -0.98315 0.70495 -3.93241  0.114
12 H 0.86079 0.59650 -3.92137  0.114
13 C -0.17059 -1.34314 -3.79673  -0.125
14 H 0.72732 -1.92627 -4.04255  0.114
15 H -1.10824 -1.84184 -4.08434  0.117
16 S -0.27023 -1.22137 0.79571  0.880
17 C 0.00713 0.08830 1.88065  -0.690
18 N 1.18914 0.45720 2.39985  0.068
19 C 1.05883 1.39830 3.49227  -0.093
20 C -0.44687 1.64431 3.55729  -0.090
21 N -0.95684 0.79669 2.49200  0.064
22 H 2.06738 0.09044 2.05376  0.164
23 H 1.60895 2.32205 3.30530  0.137
24 H 1.43887 0.95145 4.41530  0.142
25 H -0.70273 2.69638 3.38982  0.139
26 H -0.88604 1.33059 4.51184  0.142
27 H -1.93274 0.72996 2.21267  0.170

As for the multiplicity: 4. As for the charge: +2. The expectation value of S² is 3.776. The calculation puts the total energy at -57169.8189 eV. The value obtained for the HOMO-LUMO gap (alpha / beta) is 8.30 / 6.30 eV. The value obtained for the strongest force on any atom is 7.89 eV Å⁻¹.

***

2.
The molecule C9H10N2OS at a distorted geometry, computed with the ωB97M-V functional and the def2-TZVPD basis.

Each line ends with the Löwdin charge.
Atoms and positions in Å:
1 C -2.04230 1.82734 1.71596  -0.233
2 C -1.34365 1.66430 -0.55000  -0.204
3 C 1.27744 1.07576 -0.15072  -0.190
4 C 1.02302 -0.16744 -0.59271  -0.254
5 C -1.11785 -0.23470 0.97637  -0.120
6 C -0.23648 -0.85893 -0.14132  -0.328
7 C -1.14768 1.25458 0.80858  -0.545
8 C 1.88191 -0.62045 -1.77917  -0.012
9 C 0.04548 -2.30726 0.15133  -0.047
10 N -2.83098 2.36800 2.34456  0.219
11 N -1.73833 2.03611 -1.56514  0.232
12 O 0.64394 3.21522 1.21920  -0.462
13 S 0.60236 1.79478 1.38785  0.993
14 H 2.03211 1.85968 -0.36260  0.103
15 H -1.99319 -0.72612 0.83271  0.100
16 H -0.67546 -0.64939 1.96345  0.169
17 H -0.89125 -0.98530 -0.96562  0.137
18 H 2.61115 -1.22877 -1.37268  0.054
19 H 2.37752 0.13825 -2.21632  0.038
20 H 1.36079 -1.35500 -2.52932  0.136
21 H 0.92700 -2.38398 0.62672  0.056
22 H -0.07110 -3.05195 -0.60108  0.089
23 H -0.69444 -2.66474 0.79995  0.069

As for the charge: 0. The calculation puts the total energy at -25353.9428 eV. The value obtained for the HOMO-LUMO gap is 9.84 eV. As for the energy relative to the best compared isomer or geometry (same formula, charge and spin): 415.8 kJ/mol. The value obtained for the strongest force on any atom is 5.49 eV Å⁻¹.

***

3.
The molecule C9H10N4 at a distorted geometry, computed with the ωB97M-V functional and the def2-TZVPD basis.

Each line ends with the Löwdin charge.
Atoms and positions in Å:
1 C -3.08159 -1.38394 -0.53704  -0.242
2 C 1.21246 -0.95923 1.67839  -0.029
3 C -1.16740 -0.10215 1.18406  0.010
4 C 2.30836 -0.91466 0.91771  -0.095
5 C 0.13392 -0.29859 0.93800  -0.159
6 C 0.83591 0.12165 -0.33548  -0.390
7 C -2.56640 -0.09756 -0.76546  -0.037
8 C -2.25775 0.72817 0.41838  -0.408
9 C 3.00549 0.06497 -1.36174  0.012
10 N -3.57400 -2.44120 -0.53214  0.152
11 N 0.24070 0.73746 -1.24438  0.228
12 N 2.13995 -0.18662 -0.18407  -0.095
13 N -1.73428 2.01273 -0.03127  0.001
14 H 0.99272 -1.29016 2.72389  0.127
15 H -1.46649 -0.59953 2.09110  0.109
16 H 3.29561 -1.23043 1.09174  0.120
17 H -2.16346 0.28500 -1.79573  0.146
18 H -3.04760 0.81256 1.18391  0.143
19 H 2.41672 0.76681 -1.96078  0.078
20 H 3.99646 0.17597 -1.07409  0.066
21 H 2.90496 -0.70174 -2.15363  0.097
22 H -1.23322 2.64538 0.68821  0.125
23 H -1.19107 1.85512 -0.93958  0.042

As for the charge: 0. The calculation puts the total energy at -15449.5940 eV. The value obtained for the HOMO-LUMO gap (alpha / beta) is 7.12 / 7.18 eV. As for the energy relative to the best compared isomer or geometry (same formula, charge and spin): 634.2 kJ/mol. The value obtained for the strongest force on any atom is 4.14 eV Å⁻¹.

***

4.
The molecule C9H10NO2P at a distorted geometry, computed with the ωB97M-V functional and the def2-TZVPD basis.

Each line ends with the Löwdin charge.
Atoms and positions in Å:
1 C -0.17486 2.29782 -1.12218  -0.097
2 C -0.66185 2.65726 0.06131  -0.098
3 C 0.10307 0.87716 -1.40565  -0.076
4 C -1.15454 1.73686 1.13967  -0.113
5 C -0.28337 -0.01091 -0.48763  -0.192
6 C -0.94519 0.29680 0.79969  -0.267
7 C -1.00873 -1.93274 0.72087  -0.149
8 C 1.20660 -2.04006 -0.54056  -0.274
9 C -0.19415 -1.49212 -0.55047  -0.258
10 N -1.42020 -0.70926 1.38999  0.096
11 O 1.98858 -1.35197 0.38549  -0.356
12 O 3.50724 0.35638 1.24217  -0.405
13 P 2.74790 0.13206 0.06131  0.891
14 H 0.05891 2.96889 -1.98850  0.116
15 H -0.94702 3.63990 0.50837  0.119
16 H 0.37971 0.72524 -2.43632  0.114
17 H -2.23897 1.82801 1.37240  0.140
18 H -2.03051 -2.32279 0.38060  0.134
19 H -0.38794 -2.58184 1.47532  0.151
20 H 1.07765 -3.17375 -0.20188  0.166
21 H 1.66906 -1.93630 -1.49152  0.094
22 H -0.67176 -1.98334 -1.36945  0.135
23 H -0.61963 2.01872 2.05697  0.129

As for the charge: 0. The calculation puts the total energy at -24367.6227 eV. The value obtained for the HOMO-LUMO gap is 8.46 eV. As for the energy relative to the best compared isomer or geometry (same formula, charge and spin): 83.1 kJ/mol. The value obtained for the strongest force on any atom is 3.65 eV Å⁻¹.

***

5.
C9H10NO2S2 as an isolated structure at a distorted geometry, computed with the ωB97M-V functional and the def2-TZVPD basis.

Each line ends with the Löwdin charge.
Atoms and positions in Å:
1 C 2.48566 -1.39510 1.16091  -0.066
2 C 1.67294 -2.39075 1.59521  -0.027
3 C 2.00006 -0.24742 0.51122  -0.061
4 C 0.35133 -2.35599 1.18489  0.041
5 C 0.71466 -0.31934 0.18320  -0.019
6 C -0.14655 -1.37448 0.37413  -0.262
7 C -2.13675 -0.34399 -0.44330  -0.468
8 C -1.59013 1.05799 -0.04376  -0.604
9 C -0.30391 1.04212 -0.82288  -0.705
10 N 0.46168 2.28017 -0.52088  0.134
11 O -3.16269 -0.57162 -1.03422  0.136
12 O -1.40191 -1.45439 -0.08511  0.128
13 S -2.79747 2.37835 -0.35973  0.825
14 S -0.42812 0.94589 -2.61695  0.866
15 H 3.55547 -1.43545 1.51422  0.141
16 H 1.91628 -3.25831 2.06429  0.097
17 H 2.75655 0.57013 0.22100  0.148
18 H -0.35459 -3.07019 1.32595  0.110
19 H -1.32717 1.02261 1.09763  0.168
20 H -0.15056 3.10738 -0.81198  0.166
21 H 1.47325 2.14246 -0.89261  0.197
22 H 0.56295 2.45589 0.46877  0.156
23 H -3.60424 1.62817 -1.19596  -0.059
24 H -0.54673 -0.41413 -2.87403  -0.042

As for the charge: +1. The calculation puts the total energy at -36741.2314 eV. The value obtained for the HOMO-LUMO gap is 9.34 eV. As for the energy relative to the best compared isomer or geometry (same formula, charge and spin): 292.0 kJ/mol. The value obtained for the strongest force on any atom is 6.92 eV Å⁻¹.

***

6.
The molecule C9H10O2S at a distorted geometry, computed with the ωB97M-V functional and the def2-TZVPD basis.

Each line ends with the Löwdin charge.
Atoms and positions in Å:
1 C -2.72818 -0.69633 -1.29215  -0.135
2 C -1.50388 -0.00313 -1.34508  -0.110
3 C -3.00761 -1.23024 -0.03284  -0.403
4 C -0.86977 0.03522 -0.12841  -0.506
5 C 2.27640 -0.84706 -0.42271  -0.549
6 C 1.80706 -1.04013 1.07923  -0.075
7 C 1.12736 0.27765 1.47209  -0.162
8 C 0.36108 0.70313 0.23609  -0.304
9 C 0.38764 2.18742 -0.20490  -0.002
10 O 3.01864 -1.64071 -0.97586  0.039
11 O 1.66204 0.11834 -1.09777  -0.017
12 S -1.68484 -0.94722 1.03791  1.171
13 H -3.33447 -0.84493 -2.31642  0.169
14 H -1.02588 0.51278 -2.30790  0.180
15 H -3.66775 -1.96000 0.43765  0.052
16 H 1.10614 -1.85834 1.10245  0.085
17 H 2.58535 -1.31452 1.89131  0.146
18 H 0.49166 0.11823 2.29204  0.082
19 H 1.84313 1.04966 1.63126  0.117
20 H 1.39004 2.37994 -0.42603  0.064
21 H 0.00722 2.75504 0.53571  0.046
22 H -0.24137 2.24517 -1.16565  0.109

As for the multiplicity: 3. As for the charge: 0. The expectation value of S² is 2.013. The calculation puts the total energy at -24419.2025 eV. The value obtained for the HOMO-LUMO gap (alpha / beta) is 6.24 / 4.43 eV. As for the energy relative to the best compared isomer or geometry (same formula, charge and spin): 44.7 kJ/mol. The value obtained for the strongest force on any atom is 5.14 eV Å⁻¹.